{
  "formula": "C58H81CaN8O4P2SSi2",
  "method": "ωB97M-V/def2-TZVPD",
  "symbols": ["Ca", "S", "P", "P", "Si", "Si", "O", "O", "O", "O", "N", "N", "N", "N", "N", "N", "N", "N", "C", "C", "C", "C", "C", "C", "C", "C", "C", "C", "C", "C", "C", "C", "C", "C", "C", "C", "C", "C", "C", "C", "C", "C", "C", "C", "C", "C", "C", "C", "C", "C", "C", "C", "C", "C", "C", "C", "C", "C", "C", "C", "C", "C", "C", "C", "C", "C", "C", "C", "C", "C", "C", "C", "C", "C", "C", "C", "H", "H", "H", "H", "H", "H", "H", "H", "H", "H", "H", "H", "H", "H", "H", "H", "H", "H", "H", "H", "H", "H", "H", "H", "H", "H", "H", "H", "H", "H", "H", "H", "H", "H", "H", "H", "H", "H", "H", "H", "H", "H", "H", "H", "H", "H", "H", "H", "H", "H", "H", "H", "H", "H", "H", "H", "H", "H", "H", "H", "H", "H", "H", "H", "H", "H", "H", "H", "H", "H", "H", "H", "H", "H", "H", "H", "H", "H", "H", "H", "H"],
  "positions_angstrom": [[-0.605, 0.184, -0.612], [-0.994, -2.416, -1.386], [-2.450, 1.644, -2.659], [3.012, 2.067, 0.804], [-0.994, -4.016, -4.437], [-1.337, 0.213, 3.207], [-4.019, 1.583, -2.332], [-2.259, 2.981, -3.535], [-1.981, 0.505, -3.485], [-1.786, 1.836, -1.315], [1.672, 2.064, -1.913], [-2.322, -1.874, 1.611], [3.530, 2.758, -0.699], [3.612, -3.275, 2.274], [5.064, -3.190, 0.312], [3.126, -4.672, 0.338], [1.134, -1.130, -2.275], [2.814, -2.264, 0.213], [2.956, 2.688, -4.303], [0.413, 5.346, 2.738], [-1.565, 1.607, 5.772], [-2.163, 2.463, 6.689], [3.097, -4.561, 1.798], [7.101, 2.523, 2.923], [5.185, 3.546, 1.890], [6.418, 3.662, 2.511], [2.472, -1.792, -4.138], [4.622, 2.289, 1.663], [-4.968, -0.454, -3.205], [5.313, 1.158, 2.083], [1.652, 2.205, -4.313], [-3.401, -4.351, 2.336], [0.514, 5.273, 1.358], [-2.492, 5.189, -4.276], [-4.320, -3.367, 1.587], [-2.662, -1.084, 2.797], [-2.277, 4.336, -3.034], [2.316, -3.573, -0.213], [-3.405, 4.557, -2.033], [2.437, -0.610, 4.787], [1.160, 4.484, 3.531], [2.916, 2.539, -1.917], [1.351, 4.337, 0.765], [4.505, -4.482, -0.106], [2.792, -2.215, 1.669], [1.396, -0.142, 3.995], [0.088, -0.596, 4.158], [-0.928, 4.648, -2.398], [-1.373, -2.963, 1.854], [0.326, -2.856, -3.766], [4.978, -3.125, 1.775], [2.094, 3.465, 1.552], [-3.421, 1.870, 4.304], [1.486, -2.704, -4.511], [-5.029, 1.068, -3.229], [1.071, 1.901, -3.099], [-0.427, -5.784, -4.148], [-3.403, 3.022, 6.414], [-0.135, -1.556, 5.149], [2.212, -0.996, -3.043], [-6.342, 1.570, -2.646], [0.899, -2.045, 5.936], [2.190, -1.567, 5.759], [-4.032, 2.722, 5.214], [-1.048, -3.714, -6.296], [6.547, 1.271, 2.712], [3.603, 2.853, -3.100], [-3.478, -2.316, 0.845], [4.195, -2.136, -0.234], [-2.175, 1.286, 4.557], [0.237, -2.093, -2.573], [-4.837, 1.592, -4.647], [-0.828, 1.067, 1.716], [1.995, 3.552, 2.940], [-2.006, -4.352, 1.717], [-2.740, -3.814, -3.816], [-3.012, -2.759, -3.778], [-3.830, -5.355, 2.338], [3.464, 2.928, -5.229], [-6.448, 1.227, -1.617], [3.001, -1.947, 6.368], [-2.925, -1.699, 3.677], [1.631, -3.294, -5.410], [-4.008, -0.790, -3.593], [-0.759, 3.996, -1.544], [1.763, -2.311, 2.021], [4.619, 3.223, -3.052], [-3.568, -0.516, 2.560], [-1.121, -6.493, -4.607], [-3.419, -4.334, -4.498], [-2.458, 6.250, -4.018], [-0.520, -2.876, 1.171], [-0.256, 6.062, 3.198], [8.061, 2.616, 3.415], [3.702, -5.365, 2.227], [-0.980, -2.853, 2.870], [1.072, 4.521, 4.609], [5.372, -2.160, 2.108], [2.342, -3.626, -1.304], [-3.923, 1.672, 3.363], [-4.997, -2.879, 2.292], [6.844, 4.642, 2.686], [3.171, -1.245, 1.995], [-1.661, 2.693, 7.622], [-1.142, -1.923, 5.320], [4.221, -2.188, -1.325], [5.600, -3.919, 2.199], [4.535, -4.539, -1.196], [-3.874, 3.688, 7.128], [-4.374, 4.349, -2.490], [1.599, 0.581, 3.214], [-0.078, 5.931, 0.735], [-5.624, 1.185, -5.285], [-4.083, -1.444, 0.586], [4.639, 4.436, 1.599], [-1.715, 4.979, -5.011], [-3.462, 4.969, -4.726], [-3.388, 5.598, -1.705], [-0.376, -6.001, -3.079], [-2.071, -4.635, 0.662], [5.127, -5.282, 0.306], [-4.896, 2.682, -4.671], [-1.762, -4.391, -6.773], [-3.288, 3.915, -1.162], [-3.871, 1.288, -5.047], [0.564, -5.955, -4.572], [4.475, 3.105, -0.747], [-1.360, -5.089, 2.200], [0.048, 1.699, 1.891], [-7.183, 1.195, -3.231], [-4.947, -3.897, 0.864], [3.384, -1.672, -4.708], [2.908, -0.215, -2.749], [7.069, 0.381, 3.038], [-5.773, -0.875, -3.811], [-0.907, 5.689, -2.065], [-3.119, -2.730, -0.101], [-2.858, -4.214, -2.811], [2.558, 2.871, 3.569], [1.101, 2.046, -5.228], [4.877, 0.180, 1.920], [1.280, -3.684, 0.106], [-5.070, -0.817, -2.181], [-6.368, 2.660, -2.650], [-1.639, 1.753, 1.425], [-3.312, -4.047, 3.384], [-4.998, 3.158, 4.985], [-0.079, -3.864, -6.774], [3.445, -0.239, 4.636], [-0.596, 1.181, 6.011], [-0.126, 4.496, -3.122], [2.066, -4.674, 2.141], [4.583, -1.162, 0.081], [-1.365, -2.689, -6.499], [0.066, 1.496, -3.094], [0.698, -2.796, 6.691], [1.398, 4.264, -0.314]],
  "atomic_forces_ev_per_a": [[0.9, -0.7, 0.6], [0.1, -0.1, -0.3], [-0.1, 0.1, 0.0], [0.0, 0.1, 0.0], [0.1, -0.1, 0.0], [0.0, 0.0, 0.0], [0.0, 0.1, 0.0], [-0.1, 0.0, 0.0], [0.0, 0.0, 0.0], [-0.5, 0.6, -0.4], [-0.1, 0.0, 0.0], [-0.1, 0.2, -0.1], [0.0, -0.1, 0.0], [0.0, 0.0, 0.0], [0.0, 0.0, 0.0], [0.0, 0.0, 0.0], [-0.3, 0.1, 0.0], [0.0, -0.1, 0.0], [0.0, 0.0, 0.0], [0.0, 0.0, 0.0], [0.0, 0.0, 0.0], [0.0, 0.0, 0.0], [0.0, 0.0, 0.0], [0.0, 0.0, 0.0], [0.0, 0.0, 0.0], [0.0, 0.0, 0.0], [0.0, 0.0, 0.0], [0.0, 0.0, 0.0], [0.0, 0.0, 0.0], [0.0, 0.0, 0.0], [0.0, 0.0, 0.0], [0.0, 0.0, 0.0], [0.0, 0.0, 0.0], [0.0, 0.0, 0.0], [0.0, 0.0, 0.0], [0.0, -0.1, 0.0], [0.0, 0.0, 0.0], [0.0, 0.0, -0.1], [0.0, 0.0, 0.0], [0.0, 0.0, 0.0], [0.0, 0.0, 0.0], [0.0, 0.0, 0.0], [-0.1, 0.0, 0.0], [0.0, 0.0, 0.0], [0.0, 0.0, 0.1], [0.0, 0.0, -0.1], [0.0, 0.0, 0.1], [0.0, 0.0, 0.0], [0.2, -0.1, 0.2], [0.1, 0.1, -0.1], [0.0, 0.0, 0.0], [0.0, -0.1, 0.0], [0.0, 0.0, 0.0], [0.0, 0.0, 0.0], [0.0, -0.1, 0.0], [0.0, 0.0, 0.0], [0.0, 0.0, 0.0], [0.0, 0.0, 0.0], [0.0, 0.0, 0.0], [0.1, 0.0, 0.1], [0.0, 0.0, 0.0], [0.0, 0.0, 0.0], [0.0, 0.0, 0.0], [0.0, 0.0, 0.0], [0.0, 0.0, 0.0], [0.0, 0.0, 0.0], [0.0, 0.0, 0.0], [-0.1, -0.1, 0.0], [0.0, 0.1, 0.0], [0.0, 0.0, 0.0], [-0.2, -0.2, 0.1], [0.0, 0.0, 0.0], [0.3, 0.1, 0.0], [-0.1, 0.0, 0.0], [0.0, 0.0, 0.0], [0.0, 0.1, 0.0], [0.0, 0.0, 0.0], [0.0, 0.0, 0.0], [0.0, 0.0, 0.0], [0.0, 0.0, 0.0], [0.0, 0.0, 0.0], [0.0, -0.1, 0.0], [0.0, 0.0, 0.0], [0.0, 0.0, 0.0], [0.0, 0.0, 0.0], [0.0, 0.0, 0.0], [0.0, 0.0, 0.0], [0.0, 0.1, 0.0], [0.0, 0.0, 0.0], [0.0, 0.0, 0.0], [0.0, 0.0, 0.0], [-0.1, 0.0, 0.1], [0.0, 0.0, 0.0], [0.0, 0.0, 0.0], [0.0, 0.0, 0.0], [0.0, 0.0, 0.0], [0.0, 0.0, 0.0], [0.0, 0.0, 0.0], [0.0, 0.0, 0.0], [0.0, 0.0, 0.0], [0.0, 0.0, 0.0], [0.0, 0.0, 0.0], [0.0, 0.0, 0.0], [0.0, 0.0, 0.0], [0.0, 0.0, 0.0], [0.0, 0.0, 0.0], [0.0, 0.0, 0.0], [0.0, 0.0, 0.0], [0.0, 0.0, 0.0], [0.0, 0.0, 0.0], [0.0, 0.1, 0.0], [0.0, 0.0, 0.0], [0.0, 0.0, 0.0], [0.0, 0.0, 0.0], [0.0, 0.0, 0.0], [0.0, 0.0, 0.0], [0.0, 0.0, 0.0], [0.0, 0.0, 0.0], [0.0, 0.0, 0.0], [0.0, 0.0, 0.0], [0.0, 0.0, 0.0], [0.0, 0.0, 0.0], [0.0, 0.0, 0.0], [0.0, 0.0, 0.0], [0.0, 0.0, 0.0], [0.0, 0.0, 0.0], [-0.1, 0.1, 0.0], [0.0, 0.0, 0.0], [0.1, 0.1, 0.1], [0.0, 0.0, 0.0], [0.0, 0.0, 0.0], [0.0, 0.0, 0.0], [0.0, 0.0, 0.0], [0.0, 0.0, 0.0], [0.0, 0.0, 0.0], [0.0, 0.0, 0.0], [-0.1, 0.0, 0.1], [0.0, 0.0, 0.0], [0.0, 0.0, 0.0], [0.0, 0.0, 0.0], [0.0, 0.0, 0.0], [0.0, 0.0, 0.0], [0.0, 0.0, 0.0], [0.0, 0.0, 0.0], [0.0, 0.0, -0.1], [0.0, 0.0, 0.0], [0.0, 0.0, 0.0], [0.0, 0.0, 0.0], [0.0, 0.0, 0.0], [0.0, 0.0, 0.0], [0.0, 0.0, 0.0], [0.0, 0.0, 0.0], [0.0, 0.0, 0.0], [0.0, 0.0, 0.0], [0.1, 0.0, 0.0], [0.0, 0.0, 0.0], [0.0, 0.0, 0.0]],
  "mulliken_charge": [2.3184, -0.1611, -0.2306, 1.8622, -0.0059, -1.1141, 0.1663, -0.4050, -0.7028, -0.8452, 1.4790, 1.1974, 0.0151, 0.1429, 0.0374, 0.1422, 1.2630, 0.8623, -1.1084, -0.6927, 0.0214, -0.8753, -0.7860, -0.5681, -0.4302, -0.7271, -1.5363, -0.3916, -1.2600, -0.1887, -1.1860, -0.8801, -0.3839, -1.9212, -0.8307, -0.8055, 1.8956, -0.1852, -1.4181, 0.2366, -0.6124, 0.2438, -0.6147, -0.7450, 1.4806, -0.2896, 1.2379, -0.8566, 0.3786, -0.0874, -0.6340, -0.4713, -0.4731, -0.3382, 1.8053, -1.0033, -1.1341, -0.4516, -0.3166, -0.7716, -1.8073, -0.9709, -0.7427, -0.7424, -1.1942, -0.8942, -0.8424, -0.5383, -0.5085, 0.5706, 0.5961, -1.5103, -0.4853, 0.0601, -0.6532, -0.0119, -0.4697, 0.5043, 0.3733, 0.3064, 0.3414, 0.1152, 0.2698, 0.0112, -0.3847, -0.2507, 0.4691, 0.6861, 0.3298, 0.4491, 0.3846, -1.2422, 0.3836, 0.3815, 0.3705, 0.1704, 0.3891, 0.2261, 0.1326, 0.2641, 0.2760, 0.4162, -1.4325, 0.3898, 0.4008, 0.3276, 0.3458, 0.3659, 0.3687, 0.1838, -0.4489, 0.4190, 0.5375, 0.3679, 0.4280, 0.3747, 0.3864, 0.5707, 0.2845, 0.1600, 0.3632, 0.2203, 0.3483, 0.0807, 0.2254, 0.3154, 0.2505, 0.6420, -0.3245, 0.3967, 0.5010, 0.4815, 0.4034, 0.4522, 0.4878, 0.6286, -0.1120, 0.1991, 0.3954, 0.6286, 0.5462, -0.4231, 0.2144, 0.3959, 0.4473, 0.2352, 0.3847, 0.3479, 0.3945, 0.3010, 0.2265, 0.3368, -0.0848, 0.2822, 0.7195, 0.3641, 0.1234],
  "relative_energy_ev": 0.861,
  "total_charge": -1,
  "homo_lumo_gap_ev": 6.70
}